# 1
{"formula": "C5H5Cl2N2", "method": "ωB97M-V with the def2-TZVPD basis set", "total_charge": 1, "smiles": "C[n+]1c(Cl)ccnc1Cl", "homo_lumo_gap_ha": 0.351, "energy_ha": -1223.1385, "species": ["C", "N", "C", "Cl", "C", "C", "N", "C", "Cl", "H", "H", "H", "H", "H"], "coordinates": [[0.2416, 1.7447, -0.0112], [0.2082, 0.3167, 0.0550], [-0.8601, -0.4491, 0.0918], [-2.4160, 0.2560, 0.1743], [-0.7405, -1.8618, 0.0624], [0.4945, -2.4454, 0.0211], [1.6287, -1.7246, 0.0398], [1.6386, -0.4685, 0.0676], [2.9474, 0.5207, 0.1348], [0.5991, 2.1572, 0.9350], [0.9352, 2.0471, -0.7975], [-0.7469, 2.1464, -0.2280], [-1.6374, -2.4613, 0.0711], [0.6378, -3.5181, -0.0157]]}

# 2
{"formula": "C40H115N20O10P5", "method": "ωB97M-V with the def2-TZVPD basis set", "total_charge": 0, "smiles": "CN(C)P(=O)(N(C)C)N(C)C.CN(C)P(=O)(N(C)C)N(C)C.CN(C)P(=O)(N(C)C)N(C)C.CN(C)P(=O)(N(C)C)N(C)C.CN(C)P(=O)(N(C)C)N(C)C.CC(N)=O.CC(N)=O.CC(N)=O.CC(N)=O.CC(N)=O", "homo_lumo_gap_ha": 0.323, "energy_ha": -5147.7497, "species": ["C", "N", "C", "P", "O", "N", "C", "C", "N", "C", "C", "H", "H", "H", "H", "H", "H", "H", "H", "H", "H", "H", "H", "H", "H", "H", "H", "H", "H", "C", "N", "C", "P", "O", "N", "C", "C", "N", "C", "C", "H", "H", "H", "H", "H", "H", "H", "H", "H", "H", "H", "H", "H", "H", "H", "H", "H", "H", "C", "N", "C", "P", "O", "N", "C", "C", "N", "C", "C", "H", "H", "H", "H", "H", "H", "H", "H", "H", "H", "H", "H", "H", "H", "H", "H", "H", "H", "C", "N", "C", "P", "O", "N", "C", "C", "N", "C", "C", "H", "H", "H", "H", "H", "H", "H", "H", "H", "H", "H", "H", "H", "H", "H", "H", "H", "H", "C", "N", "C", "P", "O", "N", "C", "C", "N", "C", "C", "H", "H", "H", "H", "H", "H", "H", "H", "H", "H", "H", "H", "H", "H", "H", "H", "H", "H", "C", "C", "N", "O", "H", "H", "H", "H", "H", "C", "C", "N", "O", "H", "H", "H", "H", "H", "C", "C", "N", "O", "H", "H", "H", "H", "H", "C", "C", "N", "O", "H", "H", "H", "H", "H", "C", "C", "N", "O", "H", "H", "H", "H", "H"], "coordinates": [[-14.9785, -5.8755, 27.7422], [-13.7966, -5.8083, 26.8770], [-14.0429, -5.0757, 25.6456], [-12.2944, -5.9735, 27.4837], [-11.5534, -4.9562, 28.2943], [-12.4273, -7.4077, 28.3333], [-11.8128, -7.5021, 29.6250], [-13.1112, -8.5825, 27.8709], [-11.4023, -6.1432, 26.0992], [-11.7285, -7.1975, 25.1267], [-9.9977, -5.8672, 26.1027], [-14.7527, -6.1773, 28.7851], [-15.6427, -6.5773, 27.2272], [-15.4949, -4.9338, 27.8595], [-14.6924, -4.2237, 25.7961], [-14.6369, -5.6630, 24.9365], [-13.1034, -4.7283, 25.2709], [-11.3038, -8.4735, 29.7019], [-11.0292, -6.7547, 29.6596], [-12.5104, -7.4387, 30.4885], [-12.4310, -9.4456, 27.8897], [-13.9621, -8.8150, 28.5333], [-13.4970, -8.5811, 26.8467], [-11.6569, -6.8358, 24.0934], [-10.9935, -8.0139, 25.2516], [-12.7391, -7.5042, 25.3073], [-9.5007, -6.7982, 26.3087], [-9.7683, -5.0814, 26.8014], [-9.6808, -5.4689, 25.1496], [-13.4765, 6.0690, 24.0057], [-14.3219, 6.0603, 25.2131], [-15.4498, 6.9423, 25.1216], [-14.4825, 4.7136, 26.1273], [-15.3036, 4.8231, 27.3277], [-15.2357, 3.5745, 25.1797], [-15.0251, 3.5329, 23.7449], [-16.4764, 2.8926, 25.5242], [-12.8905, 4.3152, 26.3584], [-12.6842, 2.9702, 26.8143], [-12.3012, 5.2818, 27.3292], [-14.1148, 6.0128, 23.1233], [-12.7190, 5.3017, 24.1057], [-12.8883, 6.9809, 23.9179], [-16.1109, 6.6504, 24.2926], [-15.0680, 7.9581, 24.9738], [-15.9945, 6.9877, 26.0808], [-14.0164, 3.7017, 23.4123], [-15.3941, 2.5888, 23.4098], [-15.7242, 4.1057, 23.1764], [-16.4318, 1.8146, 25.3196], [-16.6515, 2.9947, 26.6156], [-17.3929, 3.3280, 25.1091], [-13.1534, 2.7736, 27.7689], [-13.2022, 2.2831, 26.1721], [-11.6195, 2.8012, 27.0081], [-12.2163, 6.2676, 26.8636], [-11.2346, 5.0443, 27.4180], [-12.7906, 5.2465, 28.3278], [-18.1139, 0.0515, 27.3647], [-18.4998, -1.1164, 26.5192], [-19.6687, -0.8092, 25.7816], [-18.0350, -2.5660, 27.0984], [-16.5955, -2.5540, 27.4546], [-18.8611, -3.1414, 28.3616], [-20.2395, -3.1678, 28.3652], [-18.2198, -3.4762, 29.6924], [-18.4826, -3.5007, 25.8186], [-17.7218, -3.3129, 24.6117], [-18.6976, -4.9079, 26.0356], [-17.1509, -0.1742, 27.8092], [-18.8581, 0.3161, 28.1251], [-18.0672, 0.9317, 26.7537], [-19.4755, 0.0077, 25.1003], [-20.5629, -0.6127, 26.3901], [-19.9693, -1.6731, 25.1797], [-20.6834, -4.1846, 28.4297], [-20.6601, -2.6404, 29.2063], [-20.7202, -2.6677, 27.5373], [-17.1377, -3.5402, 29.6010], [-18.4626, -2.6369, 30.3539], [-18.7121, -4.3821, 30.0328], [-17.5008, -2.2693, 24.3512], [-16.7386, -3.7901, 24.7379], [-18.1378, -3.8258, 23.7471], [-17.7444, -5.4863, 26.0318], [-19.3988, -5.2684, 25.2644], [-19.1432, -5.0615, 27.0242], [-6.0778, 2.9902, 22.8118], [-6.9372, 2.5828, 21.7562], [-6.3800, 1.9631, 20.5584], [-8.5616, 2.6690, 22.0008], [-9.2916, 2.1427, 20.8282], [-9.0295, 1.9302, 23.3722], [-8.8879, 2.2993, 24.7477], [-9.7697, 0.6844, 23.2351], [-8.7579, 4.2363, 22.4357], [-8.1738, 5.2289, 21.5655], [-10.1585, 4.6277, 22.7370], [-5.3173, 3.6988, 22.4421], [-5.4679, 2.1524, 23.1705], [-6.6110, 3.4071, 23.6650], [-6.9283, 2.4162, 19.7444], [-6.5464, 0.8779, 20.5928], [-5.3108, 2.2153, 20.4476], [-8.3404, 1.5807, 25.3040], [-8.5116, 3.3286, 24.7832], [-9.8833, 2.3304, 25.2283], [-10.7847, 0.8516, 23.6106], [-9.7711, 0.4011, 22.1961], [-9.4132, -0.1037, 23.9015], [-8.3649, 5.0380, 20.4846], [-8.6872, 6.1764, 21.7507], [-7.1004, 5.3073, 21.6262], [-10.6986, 4.7049, 21.8050], [-10.2911, 5.6145, 23.1797], [-10.6338, 3.8627, 23.3287], [-11.8083, -5.5123, 19.5530], [-11.5829, -4.3451, 20.3078], [-10.7596, -4.4203, 21.5127], [-12.2407, -2.9075, 19.8659], [-11.9705, -1.9642, 20.9749], [-11.6040, -2.5849, 18.3858], [-10.1626, -2.8105, 18.0908], [-12.0825, -1.4426, 17.5638], [-13.8521, -3.0054, 19.5381], [-14.7959, -2.6437, 20.5487], [-14.4408, -3.6596, 18.3985], [-10.8996, -6.0962, 19.3532], [-12.2015, -5.1771, 18.5951], [-12.5366, -6.1933, 20.0088], [-11.2245, -3.8507, 22.3080], [-9.6937, -4.2567, 21.3012], [-10.8461, -5.4794, 21.7621], [-9.6112, -1.8598, 18.1714], [-9.8036, -3.5316, 18.8035], [-10.0733, -3.1510, 17.0565], [-12.9888, -1.0474, 17.9825], [-11.3291, -0.6358, 17.5247], [-12.3931, -1.8146, 16.5388], [-15.6966, -2.1445, 20.1773], [-15.1822, -3.5592, 21.0099], [-14.3390, -2.0441, 21.3343], [-15.0364, -4.5403, 18.6478], [-13.6278, -4.0510, 17.7989], [-14.9747, -3.0031, 17.7064], [-13.3562, 0.0040, 24.0057], [-14.6881, -0.6837, 24.2871], [-14.6270, -1.4810, 25.4107], [-15.6400, -0.4501, 23.5934], [-12.7082, 0.2418, 24.8318], [-13.4948, 0.9891, 23.5997], [-12.8418, -0.5788, 23.2314], [-15.4523, -1.9329, 25.7772], [-13.7761, -1.5205, 25.9616], [-16.9630, 1.1114, 20.8814], [-18.2806, 0.5485, 21.3497], [-18.2242, -0.1081, 22.5509], [-19.3181, 0.6929, 20.7110], [-17.0958, 1.5520, 19.9108], [-16.1506, 0.3989, 20.8632], [-16.6163, 1.8475, 21.6019], [-19.0799, -0.5231, 22.8833], [-17.4097, -0.2861, 23.1019], [-10.2909, -1.4793, 27.1447], [-11.3060, -0.4695, 27.6344], [-10.8140, 0.4055, 28.6283], [-12.4403, -0.3352, 27.2288], [-10.5742, -1.9714, 26.2222], [-10.3128, -2.1997, 27.9710], [-9.2834, -1.0753, 27.0327], [-10.1087, 0.0044, 29.2333], [-11.5885, 0.7905, 29.1647], [-12.4318, 2.9263, 18.6913], [-12.8270, 1.5222, 19.1763], [-11.9765, 0.9219, 20.0463], [-13.8957, 0.9553, 18.9085], [-11.8218, 2.8314, 17.7812], [-11.7972, 3.4465, 19.4104], [-13.3389, 3.4709, 18.4758], [-12.0687, -0.0965, 20.2165], [-11.1168, 1.3243, 20.3979], [-15.1942, -0.8604, 29.9362], [-14.5751, -2.2821, 30.1227], [-13.5746, -2.5731, 29.2733], [-14.9346, -3.0441, 30.9376], [-14.8786, -0.3707, 29.0225], [-14.9055, -0.2844, 30.8149], [-16.2877, -0.8535, 29.9951], [-13.2412, -3.5214, 29.3682], [-13.2911, -1.9473, 28.5532]]}